# 1
This record from the Open Molecules 2025 dataset describes a 4-piece molecular cluster, C3H12O4 overall in a non-equilibrium geometry. The level of theory is ωB97M-V/def2-TZVPD.

The geometry in ORCA input format:
```
! wB97M-V def2-TZVPD RIJCOSX def2/J DEFGRID3
* xyz 0 1
C -1.864 -0.778 0.222
C -1.098 0.302 0.063
C -0.142 0.852 1.064
O -1.365 1.248 -0.905
H -1.969 -1.338 1.137
H -2.393 -1.143 -0.654
H -0.481 0.677 2.091
H 0.817 0.325 1.063
H 0.066 1.917 1.019
H -2.010 0.866 -1.514
O 1.815 -2.915 4.221
H 2.433 -2.684 3.521
H 0.930 -2.807 3.870
O 4.866 2.898 -0.487
H 4.948 1.961 -0.684
H 5.729 3.103 -0.117
O -3.518 -0.527 -4.397
H -4.084 -0.961 -5.046
H -2.679 -0.996 -4.467
*
```

## Properties
Maximum force in eV Å⁻¹: 2.11
E_HOMO in eV: -8.74
Orbital gap in eV: 9.3
Calculated total energy in hartree: -422.41167
SMILES: C=C(C)O.O.O.O
Relative energy (zero: lowest compared OMol25 entry of this formula, charge and spin) in eV: 1.355

Mulliken analysis output, partial charges in e: -0.971, 0.914, -1.072, -0.480, 0.244, 0.225, 0.287, 0.244, 0.316, 0.292, -0.637, 0.318, 0.318, -0.636, 0.317, 0.319, -0.628, 0.308, 0.323


# 2
This record from the Open Molecules 2025 dataset describes a 3-piece molecular cluster, C4H15NO2 overall in a non-equilibrium geometry. The level of theory is ωB97M-V/def2-TZVPD.

The geometry in ORCA input format:
```
! wB97M-V def2-TZVPD RIJCOSX def2/J DEFGRID3
* xyz 0 1
C 1.846 -0.985 -0.515
C 1.031 -0.614 0.726
N -0.417 -0.262 0.591
C -0.863 1.200 0.797
C -0.133 2.313 -0.009
H 1.199 -0.853 -1.385
H 2.161 -2.074 -0.657
H 2.690 -0.436 -0.658
H 1.087 -1.323 1.513
H 1.581 0.230 1.244
H -0.827 -0.636 -0.277
H -1.971 1.384 0.432
H -0.641 1.379 1.890
H -0.670 2.632 -0.846
H -0.134 3.192 0.742
H 0.821 2.028 -0.315
O -1.588 -2.524 1.932
H -0.661 -2.641 1.840
H -1.511 -1.560 2.065
O -1.006 -0.465 -3.003
H -0.211 -0.052 -3.121
H -1.784 0.066 -2.984
*
```

## Properties
Maximum force in eV Å⁻¹: 4.19
E_HOMO in eV: -8.78
Orbital gap in eV: 9.4
Calculated total energy in hartree: -366.55881
SMILES: CCNCC.O.O
Relative energy (zero: lowest compared OMol25 entry of this formula, charge and spin) in eV: 2.513

Mulliken analysis output, partial charges in e: -0.861, -0.500, -0.230, -0.462, -1.006, 0.067, 0.290, 0.355, 0.357, 0.282, 0.238, 0.257, 0.321, 0.342, 0.263, 0.319, -0.655, 0.291, 0.339, -0.618, 0.303, 0.307


# 3
This record from the Open Molecules 2025 dataset describes C46H48N3NdSb as an isolated structure in a non-equilibrium geometry. The level of theory is ωB97M-V/def2-TZVPD.

The geometry in ORCA input format:
```
! wB97M-V def2-TZVPD RIJCOSX def2/J DEFGRID3
* xyz -1 4
Nd 0.962 -0.082 0.474
N 2.606 0.891 2.042
N -1.035 0.601 1.353
C -0.299 -0.564 -2.097
C -1.330 -1.175 -1.312
C -0.744 -2.241 -0.567
C -1.439 -3.121 0.411
H -2.521 -3.124 0.230
H -1.273 -2.787 1.448
H -1.062 -4.150 0.337
C 0.602 -2.406 -1.037
C 1.528 -3.536 -0.786
H 1.835 -3.998 -1.739
H 1.080 -4.323 -0.169
H 2.452 -3.223 -0.279
C 0.878 -1.360 -1.967
C 2.161 -1.201 -2.708
H 3.003 -0.929 -2.046
H 2.074 -0.431 -3.484
H 2.438 -2.144 -3.202
C -2.784 -0.914 -1.422
H -3.315 -1.792 -1.826
H -2.995 -0.078 -2.098
H -3.251 -0.692 -0.455
C -0.484 0.607 -2.990
H 0.479 1.041 -3.286
H -1.059 1.392 -2.476
H -1.037 0.344 -3.907
C 3.347 2.021 2.098
H 4.227 2.076 1.450
C 2.976 3.075 2.930
H 3.629 3.947 2.969
C 1.773 3.003 3.643
H 1.399 3.859 4.207
C 1.078 1.809 3.695
H 0.142 1.684 4.243
C 1.580 0.700 2.962
C 1.043 -0.643 2.944
H 0.084 -0.781 3.452
C -0.725 1.632 0.531
C -2.357 0.769 1.793
H -2.816 0.050 2.448
C -2.852 1.898 1.224
H -3.821 2.355 1.330
N -1.842 2.420 0.390
C -1.987 3.271 -0.729
C -3.138 3.204 -1.546
C -3.062 3.756 -2.837
H -3.927 3.667 -3.501
C -1.899 4.377 -3.309
C -1.808 4.948 -4.693
H -0.863 4.647 -5.164
H -1.827 6.046 -4.680
H -2.634 4.602 -5.321
C -0.812 4.505 -2.446
H 0.087 5.025 -2.787
C -0.827 3.956 -1.165
C 0.358 4.201 -0.292
H 0.262 5.159 0.249
H 1.248 4.291 -0.931
H 0.547 3.401 0.440
C -4.411 2.535 -1.127
H -5.021 3.155 -0.449
H -4.234 1.569 -0.645
H -5.023 2.336 -2.013
C 4.055 -6.713 1.240
C 2.707 -6.534 1.574
C 2.257 -5.286 2.032
C 3.149 -4.212 2.110
C 4.478 -4.369 1.714
C 4.941 -5.632 1.309
Sb 2.486 -2.281 2.984
C 1.717 -3.096 4.864
C 0.710 -2.434 5.579
C -0.189 -3.182 6.359
C -0.014 -4.567 6.521
C 1.103 -5.190 5.948
C 1.987 -4.440 5.157
C 4.443 -1.421 3.374
C 5.019 -1.636 4.628
C 6.375 -1.335 4.832
C 7.132 -0.759 3.806
C 6.523 -0.460 2.579
C 5.177 -0.791 2.366
H 4.413 -7.694 0.922
H 1.999 -7.361 1.496
H 1.211 -5.170 2.339
H 5.164 -3.519 1.741
H 5.995 -5.757 1.051
H 0.584 -1.352 5.492
H -1.033 -2.681 6.839
H -0.731 -5.154 7.103
H 1.281 -6.259 6.105
H 2.862 -4.934 4.731
H 4.419 -2.058 5.439
H 6.831 -1.555 5.800
H 8.189 -0.539 3.963
H 7.092 0.030 1.786
H 4.716 -0.551 1.406
*
```

## Properties
Maximum force in eV Å⁻¹: 3.59
E_HOMO (spin up / spin down) in eV: -1.39 / -1.44
Orbital gap (spin up / spin down) in eV: 3.6 / 3.7
Calculated total energy in hartree: -2747.45983
⟨S²⟩: 3.77

Mulliken analysis output, partial charges in e: 0.659, 0.112, 0.490, 0.799, 1.257, 0.056, -1.677, 0.433, 0.074, 0.380, 1.432, -1.188, 0.379, 0.230, 0.006, -0.649, -1.124, 0.123, 0.406, 0.268, -1.764, 0.375, 0.389, 0.297, -1.229, 0.270, -0.138, 0.211, -0.420, 0.424, -0.929, 0.358, -0.394, 0.392, -0.966, 0.450, 1.240, -1.366, 0.401, -1.223, -1.088, 0.540, -0.788, 0.600, 0.657, -0.302, 1.737, -1.100, 0.253, 0.847, -1.642, 0.351, 0.325, 0.366, -1.049, 0.356, 1.464, -1.064, 0.325, 0.283, -0.102, -1.796, 0.342, 0.362, 0.358, -0.594, -0.623, -0.479, 0.401, -0.331, -0.486, 1.266, 0.341, -0.621, -0.610, -0.479, -0.668, -0.592, 0.296, -0.492, -0.635, -0.511, -0.702, -0.408, 0.311, 0.363, 0.480, 0.267, 0.340, 0.552, 0.370, 0.350, 0.380, 0.512, 0.350, 0.365, 0.347, 0.371, 0.489